Record 1
Computed, not measured: C3H8CsO as an isolated structure, with the ωB97M-V functional and the def2-TZVPD basis.

total charge = +1
Kohn-Sham gap = 9.86 eV
HOMO level = -13.7 eV
E = -5830.649 eV

```
13
C3H8CsO the ωB97M-V functional and the def2-TZVPD basis
Cs -3.70 -0.15 -2.01
C 1.17 0.17 1.07
C -0.13 0.06 0.32
C 0.03 0.36 -1.14
O -0.64 -1.30 0.34
H 2.05 -0.03 0.46
H 1.22 -0.52 1.92
H 1.34 1.16 1.51
H -0.90 0.69 0.79
H 0.82 -0.28 -1.53
H 0.30 1.40 -1.31
H -0.86 0.05 -1.68
H -0.70 -1.60 1.26
```



Record 2
Computed, not measured: a 3-piece molecular cluster, C17H42BrClIN8O3P2 overall, with the ωB97M-V functional and the def2-TZVPD basis.

total charge = +1
Kohn-Sham gap = 5.62 eV
HOMO level = -9.7 eV
E = -145599.562 eV

```
75
C17H42BrClIN8O3P2 the ωB97M-V functional and the def2-TZVPD basis
C 2.07 -2.01 1.53
O 0.64 -1.67 1.55
C -0.03 -2.90 1.22
N -1.53 -2.80 1.34
C -2.32 -1.95 0.47
C -3.77 -2.26 0.98
I -5.57 -1.41 0.15
N -3.62 -3.22 2.07
Br -5.05 -3.91 3.04
C -2.25 -3.57 2.31
Cl -1.72 -4.77 3.54
H 2.51 -2.14 2.59
H 2.29 -2.99 0.97
H 2.61 -1.19 0.94
H 0.28 -3.68 2.01
H 0.25 -3.25 0.16
H -1.99 -1.25 -0.38
O 6.07 -0.95 1.28
P 7.02 -1.57 0.24
N 5.98 -2.90 -0.08
C 6.36 -4.27 -0.37
C 4.84 -2.54 -0.92
N 8.19 -1.97 1.45
C 7.91 -3.03 2.42
C 8.66 -0.79 2.19
N 8.14 -2.20 -1.00
C 9.41 -2.88 -0.72
C 8.38 -1.16 -2.02
H 6.72 -4.40 -1.39
H 5.50 -4.94 -0.24
H 7.12 -4.65 0.31
H 5.14 -2.46 -1.97
H 4.41 -1.58 -0.62
H 4.03 -3.28 -0.84
H 6.90 -2.97 2.83
H 8.62 -3.00 3.25
H 8.06 -4.01 1.96
H 7.94 -0.47 2.96
H 8.82 0.06 1.51
H 9.62 -0.99 2.67
H 10.14 -2.22 -0.25
H 9.85 -3.25 -1.66
H 9.27 -3.76 -0.10
H 9.00 -0.35 -1.62
H 7.43 -0.73 -2.35
H 8.87 -1.58 -2.91
O -7.66 1.75 -1.46
P -7.26 3.06 -0.74
N -8.51 3.97 -1.48
C -8.45 5.35 -1.92
C -9.83 3.72 -0.89
N -5.79 3.17 -1.64
C -5.82 3.50 -3.07
C -4.93 2.00 -1.46
N -6.78 4.52 0.17
C -5.60 5.34 -0.12
C -6.80 4.23 1.61
H -8.52 6.06 -1.08
H -9.28 5.57 -2.60
H -7.55 5.58 -2.48
H -9.94 4.25 0.07
H -9.98 2.66 -0.70
H -10.63 4.04 -1.56
H -6.59 2.94 -3.61
H -4.85 3.30 -3.54
H -5.98 4.56 -3.22
H -5.26 1.15 -2.07
H -4.93 1.68 -0.41
H -3.89 2.23 -1.72
H -4.66 4.80 0.05
H -5.60 6.22 0.52
H -5.62 5.72 -1.14
H -5.97 3.57 1.90
H -7.74 3.73 1.88
H -6.74 5.14 2.21
```



Record 3
Computed, not measured: one molecule with the formula C17H21N3O2S, with the ωB97M-V functional and the def2-TZVPD basis.

total charge = 0
Kohn-Sham gap = 8.71 eV
HOMO level = -8.0 eV
E = -37368.526 eV

```
44
C17H21N3O2S the ωB97M-V functional and the def2-TZVPD basis
C -2.49 -0.81 3.36
S -3.70 -2.14 3.25
O -3.00 -3.36 2.79
O -4.32 -2.34 4.55
C -4.99 -1.71 2.09
C -4.60 -1.91 0.61
N -3.44 -1.08 0.28
C -2.18 -1.61 0.07
C -1.39 -0.56 -0.32
C 0.00 -0.56 -0.76
C 0.73 -1.75 -0.78
C 2.10 -1.76 -0.98
C 2.78 -0.54 -1.19
C 2.06 0.65 -1.24
C 0.68 0.66 -1.01
C 3.03 1.75 -1.58
C 4.38 1.12 -1.94
C 4.24 -0.33 -1.45
C 2.51 2.98 -2.34
C 2.96 3.11 -0.91
N 4.18 3.90 -0.75
C -2.27 0.62 -0.27
N -3.50 0.27 0.07
H -2.94 0.10 2.99
H -2.17 -0.66 4.41
H -1.60 -1.06 2.76
H -5.28 -0.69 2.21
H -5.88 -2.32 2.35
H -4.37 -2.95 0.36
H -5.45 -1.53 -0.03
H -1.89 -2.63 0.18
H 0.26 -2.71 -0.66
H 2.62 -2.70 -1.04
H 0.21 1.65 -0.92
H 5.22 1.61 -1.48
H 4.55 1.15 -3.03
H 4.62 -1.08 -2.18
H 4.73 -0.44 -0.49
H 1.42 3.04 -2.57
H 3.16 3.39 -3.14
H 2.20 3.28 -0.13
H 4.84 3.48 -0.10
H 3.96 4.83 -0.46
H -1.99 1.63 -0.60
```



Record 4
Computed, not measured: a 6-piece molecular cluster, C24H58NO12S overall, with the ωB97M-V functional and the def2-TZVPD basis.

total charge = +1
Kohn-Sham gap = 6.50 eV
HOMO level = -10.5 eV
E = -62709.097 eV

```
96
C24H58NO12S the ωB97M-V functional and the def2-TZVPD basis
C 3.20 -1.82 -4.69
C 3.62 -2.62 -3.47
O 3.77 -3.77 -3.45
N 3.85 -1.88 -2.19
S 2.65 -2.18 -1.05
C 4.09 -0.45 -2.36
C 5.56 -0.07 -2.60
O 3.25 0.36 -2.29
H 4.07 -1.25 -5.05
H 2.40 -1.09 -4.49
H 2.90 -2.54 -5.46
H 1.40 -2.07 -1.63
H 2.79 -3.52 -0.77
H 6.12 -0.25 -1.67
H 5.66 0.98 -2.87
H 5.93 -0.72 -3.40
C 0.03 -5.29 1.37
O 1.45 -5.35 1.27
C 2.07 -5.71 2.51
C 2.48 -7.17 2.52
O 1.35 -8.03 2.49
C 1.10 -8.57 1.20
H -0.37 -5.26 0.36
H -0.38 -6.17 1.87
H -0.27 -4.39 1.90
H 1.40 -5.49 3.35
H 2.96 -5.09 2.61
H 3.01 -7.37 3.46
H 3.16 -7.39 1.70
H 1.82 -9.36 0.98
H 1.14 -7.81 0.43
H 0.10 -9.01 1.21
C 7.59 0.69 0.66
O 8.37 1.26 -0.38
C 9.00 2.47 0.02
C 10.46 2.26 0.37
O 10.60 1.46 1.53
C 10.93 0.11 1.24
H 7.35 -0.34 0.37
H 8.12 0.66 1.61
H 6.65 1.25 0.77
H 8.46 2.93 0.86
H 8.94 3.16 -0.83
H 10.91 3.23 0.59
H 11.00 1.82 -0.47
H 11.98 0.04 0.94
H 10.30 -0.30 0.45
H 10.79 -0.48 2.14
C -3.30 -0.08 1.53
O -2.08 0.57 1.86
C -1.07 -0.34 2.27
C -0.08 -0.61 1.15
O -0.69 -1.30 0.06
C -1.01 -0.43 -1.02
H -3.94 0.64 1.01
H -3.14 -0.94 0.88
H -3.81 -0.40 2.45
H -1.51 -1.28 2.62
H -0.54 0.12 3.10
H 0.72 -1.26 1.53
H 0.38 0.33 0.81
H -0.10 -0.16 -1.57
H -1.51 0.48 -0.68
H -1.68 -0.96 -1.70
C -3.80 2.48 -3.16
O -4.14 2.47 -1.79
C -3.42 3.46 -1.05
C -4.28 4.68 -0.77
O -4.60 5.37 -1.97
C -5.91 5.10 -2.43
H -4.54 1.88 -3.70
H -3.80 3.49 -3.58
H -2.81 2.02 -3.30
H -2.50 3.74 -1.56
H -3.14 3.00 -0.09
H -3.71 5.37 -0.14
H -5.19 4.40 -0.23
H -6.64 5.62 -1.81
H -6.13 4.03 -2.43
H -5.99 5.46 -3.46
C -9.93 3.76 3.10
O -9.92 2.67 2.18
C -9.92 3.10 0.83
C -8.53 3.00 0.22
O -7.63 3.92 0.82
C -6.78 3.32 1.78
H -9.69 3.36 4.08
H -9.19 4.52 2.84
H -10.93 4.21 3.13
H -10.31 4.11 0.73
H -10.58 2.42 0.28
H -8.59 3.26 -0.84
H -8.14 1.98 0.29
H -6.00 2.74 1.27
H -7.33 2.67 2.46
H -6.30 4.11 2.36
```



Please write out number 1 again, unchanged.
Computed, not measured: C3H8CsO as an isolated structure, with the ωB97M-V functional and the def2-TZVPD basis.

total charge = +1
Kohn-Sham gap = 9.86 eV
HOMO level = -13.7 eV
E = -5830.649 eV

```
13
C3H8CsO the ωB97M-V functional and the def2-TZVPD basis
Cs -3.70 -0.15 -2.01
C 1.17 0.17 1.07
C -0.13 0.06 0.32
C 0.03 0.36 -1.14
O -0.64 -1.30 0.34
H 2.05 -0.03 0.46
H 1.22 -0.52 1.92
H 1.34 1.16 1.51
H -0.90 0.69 0.79
H 0.82 -0.28 -1.53
H 0.30 1.40 -1.31
H -0.86 0.05 -1.68
H -0.70 -1.60 1.26
```